Record 1
The following is a quantum chemistry calculation of C4H5BrN2 in the gas phase in a non-equilibrium geometry, from the OMol25 dataset.

Each line ends with the Löwdin charge.
CARTESIAN COORDINATES (ANGSTROEM)
H1 -0.33380 -2.37214 -0.44786  0.089
C1 1.15273 -1.09108 -0.17444  -0.300
Br1 3.55219 0.29099 0.11104  0.612
H2 -2.02408 0.84086 1.46418  0.077
H3 -0.42042 1.38068 -1.19790  0.120
C2 -1.04199 1.65907 -0.18989  0.007
N1 1.80885 -0.22123 0.48085  -0.437
C3 -1.39931 0.67319 0.66172  -0.236
C4 -0.26091 -1.40250 -0.01836  -0.138
N2 -1.25867 -0.64934 0.28208  0.070
H4 -1.43818 2.62812 -0.02995  0.025
H5 1.66359 -1.73662 -0.94147  0.113

Output
**SMILES string**: C=C/N=C\C=N\Br
**Molar mass**: 161.00 g/mol
**ΔE to the lowest compared entry with this formula, charge and spin**: 3.277 eV
**Largest force on an atom**: 4.0 eV/A
**Gap between HOMO and LUMO**: 8.2723 eV
**E_HOMO**: -8.789 eV

***

Record 2
The following is a quantum chemistry calculation of 13 unconnected molecules or ions with the total composition C32H82F2N11O20S2 in a non-equilibrium geometry, from the OMol25 dataset.

Each line ends with the Löwdin charge.
CARTESIAN COORDINATES (ANGSTROEM)
N1 2.61610 -0.75773 -1.98131  0.092
C1 5.14274 0.08102 2.95386  -0.377
H1 3.31364 -6.21072 4.36512  0.121
H2 5.51453 -1.93951 2.89887  0.107
C2 -2.49264 0.49121 -3.94455  0.048
O1 1.62585 4.72816 0.58473  0.147
H3 3.00607 4.65917 -2.84398  0.121
H4 4.77006 2.67282 2.31360  0.090
H5 -3.69425 -7.08469 -2.28122  0.110
H6 1.49981 -0.18616 -3.70835  0.091
C3 -5.57026 0.04498 3.58053  0.052
H7 6.41979 2.53273 3.01126  0.120
O2 -0.05785 4.34917 -4.49901  0.057
O3 -2.80751 -2.84415 3.11806  0.156
H8 -3.51729 5.95711 -2.38076  0.080
H9 6.06702 7.01296 -2.18129  0.118
C4 3.83590 -0.45542 -1.16522  -0.374
H10 -6.56407 0.46962 3.73729  0.126
C5 -0.83490 5.40625 -0.58669  0.061
O4 -1.79314 -1.30000 -0.77503  -0.265
H11 5.41358 1.15640 4.67134  0.188
C6 2.51204 -0.05574 -3.33707  0.054
C7 1.29611 5.50359 2.82014  0.056
H12 -4.85229 -4.42355 3.96555  0.107
N2 -3.27282 -3.78206 5.21919  0.105
C8 6.53234 6.03220 -2.09492  0.048
H13 -3.55672 -3.53607 -0.27310  0.104
O5 2.37093 -4.92766 -0.75022  -0.041
H14 0.02246 5.48267 -1.24755  0.112
F1 0.93643 2.00028 -0.35834  -0.201
N3 2.20572 -5.65840 1.90195  0.067
H15 -0.48084 -2.84792 4.91749  0.110
O6 -4.38980 0.37238 1.53408  0.189
H16 -2.47295 0.99954 3.67502  0.096
H17 -1.71602 -2.22121 -5.33946  0.077
H18 -5.10775 0.03434 4.57317  0.102
H19 3.24613 -0.43552 -4.04121  0.121
S1 0.25736 1.07244 0.77417  0.582
N4 -2.18237 -5.64578 -2.71280  0.089
C9 -4.35460 5.60061 -2.96637  0.083
C10 -2.70940 -4.38832 -2.05104  -0.392
H20 2.73026 -6.53817 1.79419  0.188
O7 -1.21485 -1.10288 1.60151  -0.314
C11 -2.82589 2.02121 3.59198  0.054
H21 -1.37729 -1.95696 -7.01537  0.123
H22 -3.20386 -5.26380 -0.14410  0.100
N5 4.87534 1.32776 3.81508  0.096
O8 -3.04112 -3.49267 -2.74650  0.169
S2 -0.76305 -1.16152 0.21879  0.464
O9 2.72451 -3.60834 2.81240  0.143
C12 -2.85112 -4.30757 -0.55125  0.029
C13 -3.99578 2.56207 -1.07079  0.031
O10 2.19920 -3.62618 -2.52714  -0.008
H23 -1.50638 -1.80079 5.86339  0.107
O11 -6.09155 3.37932 -1.98745  0.224
C14 -4.92628 3.23076 -2.06544  -0.391
H24 -1.20847 5.55067 1.53134  0.181
H25 4.38260 -2.51858 -0.95726  0.097
H26 -1.04675 -1.27626 4.24076  0.079
H27 5.20222 3.45650 3.92946  0.113
C15 -0.30873 3.53598 -3.61110  -0.797
O12 -1.39281 3.50214 -2.94385  -0.114
H28 -4.39202 3.81900 -4.03933  0.186
H29 -3.39262 -5.44595 3.75380  0.107
H30 -4.36219 5.96974 -3.98753  0.122
H31 7.33628 6.05018 -2.83300  0.117
H32 0.22399 -5.17601 2.60296  0.089
F2 -0.12469 -2.64864 0.26802  -0.193
H33 -5.60526 -0.97782 3.21542  0.103
N6 -4.25121 2.16634 2.99081  0.125
C16 3.41109 3.85658 -2.23150  -0.007
H34 0.75405 4.76247 3.41107  0.100
C17 -2.49859 -2.85652 4.26195  -0.391
H35 -2.79362 -7.37259 -3.79236  0.122
C18 -2.87039 -0.60769 -6.22818  -0.395
H36 -2.12226 2.66038 3.07493  0.077
C19 2.94104 -4.77729 2.85985  -0.412
C20 -4.00377 -4.89323 4.45580  0.057
H37 -0.44525 6.76245 0.98722  0.200
H38 -3.28427 3.24262 -0.60690  0.076
H39 -4.43673 -5.51803 5.23612  0.122
N7 -0.44249 5.73478 0.87658  0.106
H40 -1.39933 -6.11831 -2.25878  0.149
H41 -3.00255 2.40913 4.59450  0.111
N8 0.43748 -0.31161 -0.20706  -0.279
H42 -5.33103 5.78171 -2.52475  0.111
H43 4.62819 -6.14787 3.27009  0.126
H44 -3.75746 -3.21125 5.92201  0.199
C21 0.89497 5.23595 1.37580  -0.371
H45 -3.17595 3.81981 -3.05589  0.092
C22 5.16521 -1.23008 3.64812  0.037
H46 -4.01929 -6.11189 -3.76842  0.117
H47 -4.60716 2.01330 -0.35898  0.074
C23 5.66549 4.89249 -2.63115  -0.373
H48 -4.80560 2.58695 3.74282  0.183
C24 1.72068 -4.48238 -1.74115  -0.747
O13 0.65002 -5.21141 -2.16902  0.067
H49 -1.12866 4.36583 -0.47949  0.069
H50 -1.17108 0.47832 -5.72704  0.186
H51 -1.84671 -4.29881 -0.12177  0.074
O14 0.75477 2.79654 -3.12082  0.023
H52 -2.95063 -2.66661 -6.55951  0.115
O15 -3.70528 -0.24717 -6.97626  0.236
H53 3.57742 3.03975 -2.92696  0.088
H54 0.82955 -6.84716 2.98499  0.114
H55 -1.57281 0.55338 -3.37091  0.085
H56 5.90753 -1.25555 4.45133  0.124
H57 0.41616 -6.35122 1.29009  0.097
O16 4.22088 0.67492 -1.16054  0.134
H58 2.30520 -5.39613 0.88994  0.107
H59 0.62910 -5.91200 -1.49844  0.103
H60 4.50241 4.96184 -0.83472  0.166
H61 -2.48281 -4.12181 5.78468  0.181
O17 -1.03844 1.67517 0.95199  -0.291
C25 3.87743 -5.50735 3.73854  0.044
N9 4.70162 4.29772 -1.58200  0.102
H62 5.23953 3.55953 -1.11528  0.178
O18 5.55150 4.64830 -3.77406  0.230
H63 4.04273 -1.73817 0.50833  0.086
H64 2.37204 5.40348 2.88866  0.099
H65 -2.56395 1.36301 -5.82767  0.177
C26 4.55488 -1.56693 -0.44581  0.045
C27 0.79217 -6.03763 2.26190  0.041
H66 4.21574 -1.60738 4.02297  0.090
H67 4.34352 -4.79690 4.41672  0.104
O19 1.20291 1.15365 1.84962  -0.272
C28 -1.30926 -2.14050 4.84216  0.039
H68 -3.36763 1.81546 -1.56038  0.076
H69 1.02074 6.51098 3.13632  0.113
H70 5.61049 -1.39201 -0.27497  0.106
N10 -4.18990 4.07376 -3.06680  0.073
H71 6.92606 5.72883 -1.12468  0.092
H72 -1.64312 6.05777 -0.90040  0.103
H73 2.69902 3.49753 -1.49889  0.056
H74 -2.99791 -0.44765 -3.73585  0.102
C29 -2.18884 -1.94122 -6.28409  0.040
C30 5.36065 2.64574 3.22753  0.045
C31 -3.27059 -6.62013 -3.16677  0.066
H75 -1.68196 -5.35607 -3.56369  0.180
N11 -2.15559 0.50271 -5.45453  0.118
H76 2.39511 -1.76910 -2.00570  0.114
C32 -4.73721 0.78815 2.58043  -0.407
H77 -3.05952 1.39898 -3.79227  0.067
H78 0.20442 2.38940 -2.42305  0.062
H79 -4.27931 2.91185 2.29155  0.180
O20 5.53425 0.26228 1.85698  0.182
H80 3.88514 1.39755 4.05145  0.180
H81 2.65292 1.01492 -3.23049  0.062
H82 1.77322 -0.48689 -1.41075  0.098

Output
**Total charge**: +7
**Molar mass**: 1043.20 g/mol
**ΔE to the lowest compared entry with this formula, charge and spin**: 0.000 eV
**Largest force on an atom**: 6.7 eV/A
**Gap between HOMO and LUMO**: 7.1702 eV
**E_HOMO**: -21.424 eV

***

Record 3
The following is a quantum chemistry calculation of a molecular structure, C28H34N5O5PSn in a non-equilibrium geometry, from the OMol25 dataset.

Each line ends with the Löwdin charge.
CARTESIAN COORDINATES (ANGSTROEM)
H1 2.55408 -5.50770 0.30091  0.092
H2 -1.33198 -0.86956 -2.43950  0.105
H3 -1.89439 -0.42020 2.87336  0.031
H4 -2.13614 -0.77060 4.58092  0.104
N1 -2.23659 2.36856 -0.13280  -0.052
C1 -0.87367 -5.64609 -0.04698  -0.017
C2 -0.36590 -0.11307 -4.21359  0.011
C3 -1.92792 -3.35498 4.68525  -0.013
H5 -5.19927 3.82362 0.48874  0.123
H6 2.45801 1.72738 -4.10091  0.129
O1 0.58497 1.38937 1.65830  -0.037
H7 1.37207 -6.44112 1.23090  0.095
H8 -0.97348 -3.22442 5.19573  0.097
O2 -1.34536 -2.41186 0.13409  -0.426
O3 0.52812 -1.44944 1.35875  -0.407
C4 1.58452 -6.00364 0.25614  -0.017
C5 0.77431 -4.38538 -1.48242  -0.024
O4 -0.93751 -3.18284 2.56372  -0.127
H9 -1.65663 -4.90133 -0.18689  0.076
H10 -0.95565 -6.39116 -0.83652  0.101
H11 3.75968 2.95660 -0.80770  0.105
H12 5.27809 0.16169 4.72264  0.123
C6 -1.08857 5.85289 -0.08243  -0.170
C7 1.70975 1.00961 1.92812  -0.354
C8 1.38510 0.92980 -2.41003  -0.208
H13 0.64248 1.83596 4.18425  0.129
H14 1.76215 -3.92210 -1.49128  0.091
C9 3.27655 2.58944 -1.71004  0.044
H15 -3.34850 -2.10009 1.78526  0.066
C10 -3.31339 -2.66398 2.71853  -0.016
H16 1.62190 -6.79760 -0.48825  0.100
H17 -1.08192 -0.54577 -4.89765  0.131
H18 -2.73292 -3.03822 5.34676  0.098
C11 -1.98704 4.73993 -0.01276  -0.195
C12 0.50213 -4.99789 -0.11263  -0.591
Sn1 -0.99754 -0.12211 0.33916  1.520
C13 -1.95139 -2.54891 3.39174  -0.600
P1 -0.30073 -2.74004 1.20316  0.241
C14 -1.48152 3.45910 -0.19329  -0.108
C15 2.33085 1.46236 -1.40140  -0.134
H19 -0.52755 -0.98316 3.86417  0.088
C16 2.26048 1.49533 5.55101  -0.028
N2 -0.32048 6.70476 -0.14023  0.188
C17 -1.59867 -1.09217 3.69028  -0.032
C18 -0.50581 -0.29083 -2.84261  -0.116
C19 1.60042 1.16607 -3.75780  0.032
H20 2.73235 3.40680 -2.18108  0.114
H21 -3.77215 5.87415 0.38277  0.137
H22 -4.12460 1.60127 0.15038  0.115
H23 -3.53039 -3.70755 2.49182  0.103
C20 -4.13808 3.75233 0.29781  -0.017
H24 0.84196 0.80644 -5.73269  0.134
H25 -0.42582 3.30535 -0.39054  0.109
C21 -3.34972 4.88921 0.23760  0.024
H26 -4.08536 -2.28746 3.38908  0.102
H27 4.04758 2.23564 -2.39663  0.115
H28 -1.02593 -6.13704 0.91446  0.098
C22 4.27007 0.53062 4.59627  -0.032
H29 0.73320 -5.15323 -2.25279  0.098
C23 -3.54190 2.51601 0.11123  -0.126
H30 0.02259 -3.62319 -1.69673  0.066
N3 2.56034 0.52292 0.83014  0.286
H31 4.05367 1.08057 6.65549  0.127
C24 2.35270 0.96791 3.20747  -0.153
N4 0.33853 0.22600 -1.95686  0.033
H32 4.19166 0.06849 2.51006  0.118
N5 2.38041 0.94178 -0.25793  0.177
O5 0.63927 -3.93715 0.89987  -0.122
H33 -2.05472 -4.41226 4.45656  0.099
C25 3.57277 1.04094 5.68700  -0.007
H34 1.72871 1.87137 6.41376  0.123
C26 3.66677 0.48623 3.35792  0.008
C27 0.70046 0.63604 -4.67417  0.007
C28 1.65106 1.46824 4.31868  0.013

Output
**Total charge**: +2
**Molar mass**: 670.30 g/mol
**ΔE to the lowest compared entry with this formula, charge and spin**: 1.821 eV
**Largest force on an atom**: 1.5 eV/A
**Gap between HOMO and LUMO**: 6.5795 eV
**E_HOMO**: -14.624 eV